Entry 1:
11
Properties=species:S:1:pos:R:3:nbo_charge:R:1 method="wB97M-V/def2-TZVPD" smiles="C1=NOCCO1" homo_lumo_gap_ev=10.06 energy_ha=-322.3695 e_above_lowest_kj_mol=537.7 e_homo_ev=-9.219 max_force_ev_per_a=8.92
C -1.55114 -0.66625 -0.17517 0.333
N -1.84582 0.61465 0.25765 -0.159
O -0.62472 1.50905 -0.03569 -0.431
C 0.78749 0.87601 -0.21554 -0.102
C 0.86390 -0.48393 0.26315 -0.100
O -0.27463 -1.26611 -0.18470 -0.501
H -2.35166 -1.23251 -0.34060 0.176
H 1.44847 1.41531 0.17810 0.184
H 0.99042 0.86003 -1.29676 0.183
H 0.63707 -0.56118 1.36257 0.194
H 1.92061 -1.06507 0.18699 0.225

Entry 2:
28
Properties=species:S:1:pos:R:3:nbo_charge:R:1 method="wB97M-V/def2-TZVPD" total_charge=+1 homo_lumo_gap_ev=5.81 energy_ha=-495.4805 e_above_lowest_kj_mol=619.3 e_homo_ev=-11.050 max_force_ev_per_a=5.48
C -2.20376 1.46785 -0.66461 0.115
C 0.07828 -2.62750 2.07904 0.195
C 0.75308 -1.88706 1.41236 -0.165
C 1.77426 -1.49811 0.47666 -0.682
C -3.05381 1.61658 -2.95976 -0.596
C -0.18904 1.19070 2.27909 -0.476
C -1.82692 1.90254 -2.06168 -0.446
N -1.38996 1.21729 0.29371 0.085
N -0.62636 0.66794 0.99595 0.107
N -0.81562 -3.39690 2.67838 -0.824
N 4.24888 -0.62266 -2.21227 -1.071
H -3.14354 1.69646 -0.21590 0.254
H 1.51967 -1.87602 -0.50723 0.246
H 2.86964 -1.98907 0.62482 0.230
H 2.05305 -0.45927 0.47483 0.210
H -3.95085 2.27571 -2.53301 0.215
H -3.28293 0.56508 -2.81915 0.216
H -2.98388 1.73640 -4.02521 0.253
H -0.86864 1.78070 2.71426 0.229
H 0.19638 0.26879 2.87520 0.287
H 0.69605 1.78269 2.11494 0.256
H -1.57744 2.89345 -2.11162 0.249
H -0.99160 1.37678 -2.37026 0.239
H -0.69700 -3.70295 3.60508 0.400
H -1.45004 -3.96220 2.15855 0.401
H 4.85181 -0.18858 -1.51832 0.359
H 4.83059 -0.98903 -2.99188 0.366
H 3.99181 -1.53232 -1.78777 0.347